Record 1
Formula: C22H40F18K2N3O20S6
Source: the OMol25 dataset
Level of theory: the ωB97M-V functional and the def2-TZVPD basis

energy above the lowest of the compared OMol25 structures with the same formula, charge and spin: 48.30 kcal per mole
calculated total energy: -7917.83899 Eh
charge: -1
frontier orbital gap: 7.89 eV

Structure (XYZ):
```
111
Properties=species:S:1:pos:R:3:forces:R:3
K -3.2326 0.3625 0.8575 -0.41 0.00 -0.23
K 1.7796 1.1324 -3.0814 -0.44 -0.23 0.26
C 1.2099 -6.4612 -3.2928 -0.50 -0.34 0.84
F 2.3370 -7.1617 -3.1351 0.07 0.51 -0.25
F 1.4519 -5.1469 -3.2897 0.27 -0.32 -0.16
F 0.6611 -6.7842 -4.4593 0.07 -0.03 0.08
S 0.0474 -6.9185 -1.8643 0.70 -0.77 0.58
O -1.2876 -6.7261 -2.4059 1.33 0.47 0.51
O 0.3757 -8.2543 -1.4060 0.06 0.99 -0.80
N 0.6886 -5.7958 -0.7222 -1.60 -1.55 -1.33
S -0.6186 -5.4519 0.0924 -1.56 1.04 0.61
O -1.3535 -4.3618 -0.5507 0.24 -0.48 1.00
O -1.4018 -6.5766 0.5854 0.76 0.90 -0.32
C 0.0285 -4.6746 1.7070 -0.06 0.32 -0.77
F 0.1224 -3.3241 1.5911 0.16 -0.47 -0.05
F -0.8626 -4.9005 2.6705 0.20 -0.15 0.04
F 1.2232 -5.1408 2.0706 -0.21 0.04 0.10
C 0.0531 0.1536 2.7475 0.52 0.68 -1.18
F 0.6563 0.1989 3.9138 -0.40 0.23 0.55
F 0.7347 -0.6839 1.9886 -0.01 -0.26 -0.33
F -1.1910 -0.3083 2.8587 -0.70 -0.11 0.36
S 0.1182 1.8804 1.9689 -0.06 -1.29 -0.23
O -0.2599 2.7553 3.0388 0.03 -0.18 -0.41
O 1.4461 1.8434 1.4083 -0.30 0.59 0.43
N -1.0059 1.7823 0.7081 1.16 0.36 1.67
S -0.5885 2.9776 -0.2537 -0.68 1.13 -1.52
O -0.2596 4.2022 0.4447 -0.11 -0.85 -0.66
O 0.2649 2.5447 -1.3460 -0.11 0.15 0.25
C -2.2433 3.3636 -1.1821 0.92 -0.15 0.73
F -1.9667 3.9233 -2.3463 -0.01 0.06 0.25
F -2.9654 2.2503 -1.4200 0.09 0.04 0.26
F -2.9535 4.1968 -0.4248 -0.10 -0.25 -0.29
C -3.8215 1.7840 -5.2539 0.14 -0.15 -1.55
F -4.5975 2.7707 -5.6960 0.16 -0.02 0.15
F -2.7664 2.3035 -4.6402 -0.07 -0.07 0.40
F -4.5476 1.0481 -4.4158 0.19 -0.04 0.40
S -3.2252 0.6756 -6.7105 -0.38 -2.43 -1.80
O -1.7992 0.8616 -6.9351 -1.23 0.70 0.64
O -3.5830 -0.6888 -6.3582 -0.14 1.19 0.73
N -4.2256 1.0532 -7.9778 1.64 -0.15 1.81
S -3.4938 2.0777 -8.9301 0.29 1.73 -0.82
O -2.8480 3.1732 -8.2309 -0.12 -0.30 -0.27
O -2.7918 1.4964 -10.0483 -0.57 0.11 0.38
C -5.0192 2.9193 -9.6327 0.48 -0.53 -0.10
F -5.9098 1.9961 -10.0271 -0.08 0.41 0.06
F -5.5684 3.7145 -8.7082 -0.12 -0.23 -0.26
F -4.7036 3.6768 -10.6998 -0.06 -0.22 0.37
C 8.2376 -2.4452 4.3372 0.27 -0.19 0.28
O 7.0269 -1.8055 4.0230 -0.08 -0.44 -0.16
C 6.0026 -2.7650 3.8206 0.06 -0.13 -0.45
C 4.6641 -2.0829 3.7995 -0.08 0.23 0.04
O 4.4693 -1.4656 5.0528 -0.21 -0.33 -0.16
C 3.2283 -0.8132 5.1706 -0.11 0.02 0.77
H 8.1352 -2.9847 5.2865 0.15 0.16 0.13
H 9.0241 -1.6955 4.3990 -0.10 0.08 0.16
H 8.5752 -3.1984 3.6127 -0.32 0.12 -0.32
H 6.0246 -3.5636 4.5694 0.04 0.22 0.35
H 6.1684 -3.2739 2.8629 -0.07 0.03 -0.14
H 3.8572 -2.7916 3.5805 0.08 -0.24 0.10
H 4.6385 -1.3533 2.9789 0.07 0.24 0.11
H 3.1200 -0.0405 4.4090 -0.08 0.16 0.10
H 3.2085 -0.4103 6.1848 0.17 0.52 -0.23
H 2.3410 -1.4600 5.1826 0.26 -0.43 -0.59
C 5.3723 1.8053 6.0517 0.34 0.63 0.09
O 4.3800 2.4174 5.2452 -0.54 0.02 0.41
C 4.8257 2.5569 3.9189 0.63 0.19 -0.33
C 3.9186 3.3716 3.0280 -0.89 -0.34 -0.23
O 4.1170 4.7564 3.1753 0.38 -0.09 0.56
C 3.4434 5.5621 2.2518 0.23 0.76 -0.13
H 5.9491 1.1330 5.4160 0.31 -0.16 0.37
H 5.0077 1.2758 6.9333 -0.76 -0.24 -0.47
H 5.9792 2.5905 6.5202 0.45 -0.01 -0.47
H 4.9891 1.5564 3.4989 -0.26 -0.06 -0.20
H 5.8118 3.0400 3.8605 0.05 0.09 0.30
H 2.8632 3.1367 3.2022 -0.01 -0.11 0.19
H 4.0964 3.0665 1.9893 0.21 0.04 -0.08
H 2.3543 5.4680 2.2298 -0.01 -0.47 0.08
H 3.8533 5.4564 1.2408 -0.14 -0.29 -0.10
H 3.6524 6.5923 2.5469 0.00 -0.02 0.04
C -0.6939 -1.5612 -4.4297 -0.14 0.88 0.38
O -0.3582 -0.4865 -3.5245 0.32 0.39 0.49
C -0.8874 -0.6183 -2.2098 0.46 -1.23 -0.21
C -0.0340 -1.4919 -1.2763 -0.16 -0.38 1.38
O 1.3382 -1.1513 -1.3106 0.18 0.86 -1.24
C 2.2432 -1.9335 -0.5756 0.66 0.07 0.23
H -1.7773 -1.5880 -4.5533 -0.03 -0.14 -0.06
H -0.3162 -2.5160 -4.0684 0.13 -0.06 -0.09
H -0.2551 -1.2285 -5.3654 0.01 -0.42 -0.17
H -1.8469 -1.1314 -2.3282 -0.26 0.18 0.41
H -1.0121 0.3516 -1.7325 0.05 0.27 -0.46
H -0.2300 -2.5676 -1.3546 0.34 0.05 -0.57
H -0.3172 -1.2816 -0.2311 -0.61 0.07 -0.14
H 2.0694 -1.9233 0.5036 -0.45 -0.24 -0.12
H 3.2196 -1.4534 -0.6792 -0.01 0.03 -0.21
H 2.3433 -2.9481 -0.9645 -0.32 -0.14 0.11
C -4.5278 1.5365 3.6597 0.83 0.73 0.61
O -4.9605 1.9214 2.3801 0.06 -0.54 -0.22
C -6.3531 1.8550 2.2518 -0.54 -0.18 -1.33
C -6.7629 2.0146 0.7786 0.27 0.90 -0.22
O -5.7833 1.5650 -0.1457 -0.05 -0.42 0.67
C -6.2351 1.6542 -1.4967 0.52 -0.21 0.34
H -3.4350 1.5982 3.6612 -0.05 0.02 -0.04
H -4.7955 0.5202 3.9696 -0.38 0.07 -0.20
H -4.8679 2.2828 4.3871 -0.10 -0.33 0.19
H -6.8561 2.6817 2.7632 0.08 -0.19 0.43
H -6.7605 0.8928 2.5788 0.29 -0.01 0.44
H -6.9285 3.0767 0.5715 -0.01 0.11 -0.01
H -7.7375 1.5315 0.6605 0.05 -0.25 -0.23
H -5.3698 1.4803 -2.1303 -0.01 -0.10 -0.01
H -6.5897 2.6639 -1.7131 -0.35 -0.11 -0.01
H -6.9650 0.8603 -1.6614 -0.28 0.30 -0.28
```
Positions in Å, forces in eV/Å.

=====

Record 2
Formula: C23H20N4O4
Source: the OMol25 dataset
Level of theory: the ωB97M-V functional and the def2-TZVPD basis

energy above the lowest of the compared OMol25 structures with the same formula, charge and spin: 68.14 kcal per mole
calculated total energy: -1408.41225 Eh
frontier orbital gap: 3.51 eV

Structure (XYZ):
```
51
Properties=species:S:1:pos:R:3:forces:R:3
C 6.8733 2.8207 -2.1168 0.18 0.38 0.01
O 6.3719 1.5016 -2.1182 -2.14 -0.61 0.00
C 4.9777 1.3846 -2.1174 0.88 0.00 0.00
C 4.4381 0.0892 -2.1149 0.52 0.08 -0.01
C 3.0822 -0.1271 -2.1190 -0.35 0.20 -0.02
C 2.1882 0.9548 -2.1281 0.13 0.91 -0.06
C 0.7456 0.8344 -2.1393 -0.91 0.66 0.05
O 0.0467 2.0266 -2.1964 0.04 -1.98 0.19
C -1.3343 1.9966 -2.1630 -0.39 -0.43 0.07
C -2.0449 0.7738 -2.1227 0.57 0.51 -0.01
C -3.4477 0.8014 -2.1019 -0.12 0.37 -0.02
C -4.1208 2.0021 -2.1072 -0.18 -0.61 -0.02
C -3.4198 3.1988 -2.1361 0.50 0.00 -0.01
C -2.0423 3.1967 -2.1672 0.74 0.16 -0.04
C -1.2969 -0.4214 -2.0936 -0.05 0.01 0.11
C 0.0704 -0.3853 -2.0947 0.03 0.48 -0.08
C 2.7305 2.2451 -2.1275 -0.36 -0.30 0.00
C 4.0844 2.4629 -2.1209 0.83 0.11 0.00
H 7.9644 2.7825 -2.1174 -0.21 -0.26 0.00
H 6.5452 3.3494 -3.0129 0.00 0.13 0.02
H 6.5457 3.3458 -1.2185 0.01 0.14 -0.02
H 5.1241 -0.7402 -2.1114 0.09 -0.18 0.01
H 2.6996 -1.1323 -2.1190 0.10 -0.24 0.02
H -3.9885 -0.1286 -2.0795 -0.04 -0.22 0.08
H -5.1982 2.0158 -2.0874 -0.12 -0.04 0.02
H -3.9515 4.1362 -2.1317 -0.02 0.13 0.00
H -1.4811 4.1147 -2.1880 0.06 0.23 0.00
H -1.8168 -1.3614 -2.0547 -0.08 -0.31 0.19
H 0.6339 -1.2993 -2.0543 0.07 -0.07 0.09
H 2.0376 3.0693 -2.1291 0.15 0.26 0.01
H 4.4592 3.4704 -2.1182 -0.01 0.19 0.00
C -0.6015 0.0102 4.4548 0.10 0.19 0.37
N -1.2002 -1.0974 3.7502 -0.48 -0.85 -0.57
C -1.7414 -2.1336 4.5241 -0.41 -0.76 -0.55
O -1.6991 -2.0901 5.7406 0.04 0.06 0.28
N -2.3309 -3.2190 3.8640 0.39 0.74 0.06
C -2.8814 -4.2962 4.6501 -0.02 -0.05 0.36
C -2.3744 -3.2559 2.4826 0.41 0.81 -1.59
C -1.8295 -2.2165 1.7096 -0.15 -0.33 2.48
C -1.2075 -1.0792 2.3470 -0.51 -0.92 -1.19
O -0.7189 -0.1600 1.7133 0.59 1.12 -0.11
N -2.0128 -2.5170 0.4189 0.02 0.18 -2.29
C -2.6461 -3.6961 0.4296 0.66 1.23 -0.15
N -2.8852 -4.1807 1.6426 -0.51 -1.01 1.95
H -0.2374 0.7441 3.7336 -0.14 -0.28 0.02
H -1.3466 0.4655 5.1086 0.12 0.03 0.05
H 0.2245 -0.3561 5.0659 -0.03 0.12 0.06
H -3.3004 -5.0529 3.9877 0.11 0.21 -0.08
H -2.0944 -4.7367 5.2618 -0.09 -0.07 0.10
H -3.6605 -3.9067 5.3051 0.00 -0.11 0.09
H -2.9319 -4.2038 -0.4832 -0.02 -0.04 0.12
```
Positions in Å, forces in eV/Å.

=====

Record 3
Formula: C18H24N2O2S
Source: the OMol25 dataset
Level of theory: the ωB97M-V functional and the def2-TZVPD basis

energy above the lowest of the compared OMol25 structures with the same formula, charge and spin: 25.53 kcal per mole
calculated total energy: -1358.50609 Eh
SMILES: CCCn1cc(SCC(=O)NC[C@H]2CCCO2)c2ccccc21
frontier orbital gap: 8.63 eV

Structure (XYZ):
```
47
Properties=species:S:1:pos:R:3:forces:R:3
C -5.1199 -0.1729 2.0360 0.10 0.09 -0.20
C -4.1690 0.3176 0.9529 0.11 -0.12 0.23
C -2.7060 0.1379 1.3730 -0.56 -0.04 0.01
N -1.7992 0.5813 0.3493 0.18 -0.01 0.04
C -1.2450 1.8252 0.2715 0.27 0.10 -0.21
C -0.4671 1.9242 -0.8479 0.05 0.58 0.05
S 0.4785 3.3184 -1.3735 -0.14 0.03 0.16
C 1.5085 3.5868 0.1053 -0.23 -0.05 -0.25
C 2.3491 2.3915 0.5474 -0.29 0.24 -0.40
O 2.7362 2.3121 1.6942 0.20 0.00 0.42
N 2.6097 1.4991 -0.4205 0.12 -0.15 -0.41
C 3.4523 0.3342 -0.2649 0.25 -0.20 0.56
C 3.0731 -0.5432 0.9482 -0.29 0.42 0.08
C 1.6247 -1.0299 0.8889 0.24 0.00 0.09
C 1.7362 -2.2757 0.0101 0.15 0.04 0.00
C 3.1726 -2.7562 0.2717 -0.06 -0.38 -0.14
O 3.8605 -1.7171 0.9526 0.22 0.06 0.00
C -0.5585 0.6775 -1.5332 -0.27 -0.17 0.28
C 0.0017 0.1768 -2.7066 -0.01 -0.04 0.04
C -0.2981 -1.1148 -3.0743 0.13 0.00 -0.18
C -1.1447 -1.9117 -2.2975 -0.09 -0.09 0.06
C -1.7112 -1.4401 -1.1336 -0.10 -0.10 0.07
C -1.4135 -0.1370 -0.7500 0.31 0.04 -0.49
H -4.9651 0.3790 2.9604 -0.03 0.03 0.14
H -6.1518 -0.0365 1.7237 -0.11 -0.02 0.05
H -4.9590 -1.2297 2.2371 -0.03 -0.12 0.07
H -4.3524 1.3745 0.7484 0.04 0.00 -0.08
H -4.3428 -0.2345 0.0270 0.02 0.06 -0.06
H -2.5073 -0.9171 1.5843 0.04 0.08 0.07
H -2.5083 0.7119 2.2824 0.05 -0.11 -0.05
H -1.4204 2.5525 1.0409 -0.07 0.13 0.16
H 2.1788 4.4078 -0.1562 0.00 0.02 0.07
H 0.8812 3.9086 0.9363 0.17 -0.06 0.01
H 2.2292 1.6878 -1.3380 0.00 0.02 0.20
H 4.4980 0.6372 -0.1385 -0.06 -0.09 -0.07
H 3.3697 -0.2604 -1.1757 0.02 0.03 -0.02
H 3.2952 0.0093 1.8639 -0.06 -0.11 -0.17
H 1.2898 -1.2953 1.8916 -0.01 0.04 0.05
H 0.9556 -0.2801 0.4783 -0.08 0.06 0.02
H 1.5957 -2.0160 -1.0388 -0.04 -0.02 -0.02
H 1.0017 -3.0341 0.2714 -0.04 -0.03 -0.06
H 3.1981 -3.6400 0.9176 0.01 0.04 -0.10
H 3.6974 -2.9975 -0.6606 -0.05 -0.02 0.08
H 0.6458 0.7990 -3.3105 0.08 0.05 -0.09
H 0.1231 -1.5265 -3.9795 0.03 -0.02 -0.08
H -1.3581 -2.9196 -2.6208 -0.03 -0.09 -0.01
H -2.3649 -2.0645 -0.5438 -0.08 -0.09 0.06
```
Positions in Å, forces in eV/Å.

=====

The highest energy above the lowest of the compared OMol25 structures with the same formula, charge and spin belongs to which entry? C23H20N4O4

=====

Which formula does entry 2 have? C23H20N4O4

=====

Copy entry 2 word for word.
Formula: C23H20N4O4
Source: the OMol25 dataset
Level of theory: the ωB97M-V functional and the def2-TZVPD basis

energy above the lowest of the compared OMol25 structures with the same formula, charge and spin: 68.14 kcal per mole
calculated total energy: -1408.41225 Eh
frontier orbital gap: 3.51 eV

Structure (XYZ):
```
51
Properties=species:S:1:pos:R:3:forces:R:3
C 6.8733 2.8207 -2.1168 0.18 0.38 0.01
O 6.3719 1.5016 -2.1182 -2.14 -0.61 0.00
C 4.9777 1.3846 -2.1174 0.88 0.00 0.00
C 4.4381 0.0892 -2.1149 0.52 0.08 -0.01
C 3.0822 -0.1271 -2.1190 -0.35 0.20 -0.02
C 2.1882 0.9548 -2.1281 0.13 0.91 -0.06
C 0.7456 0.8344 -2.1393 -0.91 0.66 0.05
O 0.0467 2.0266 -2.1964 0.04 -1.98 0.19
C -1.3343 1.9966 -2.1630 -0.39 -0.43 0.07
C -2.0449 0.7738 -2.1227 0.57 0.51 -0.01
C -3.4477 0.8014 -2.1019 -0.12 0.37 -0.02
C -4.1208 2.0021 -2.1072 -0.18 -0.61 -0.02
C -3.4198 3.1988 -2.1361 0.50 0.00 -0.01
C -2.0423 3.1967 -2.1672 0.74 0.16 -0.04
C -1.2969 -0.4214 -2.0936 -0.05 0.01 0.11
C 0.0704 -0.3853 -2.0947 0.03 0.48 -0.08
C 2.7305 2.2451 -2.1275 -0.36 -0.30 0.00
C 4.0844 2.4629 -2.1209 0.83 0.11 0.00
H 7.9644 2.7825 -2.1174 -0.21 -0.26 0.00
H 6.5452 3.3494 -3.0129 0.00 0.13 0.02
H 6.5457 3.3458 -1.2185 0.01 0.14 -0.02
H 5.1241 -0.7402 -2.1114 0.09 -0.18 0.01
H 2.6996 -1.1323 -2.1190 0.10 -0.24 0.02
H -3.9885 -0.1286 -2.0795 -0.04 -0.22 0.08
H -5.1982 2.0158 -2.0874 -0.12 -0.04 0.02
H -3.9515 4.1362 -2.1317 -0.02 0.13 0.00
H -1.4811 4.1147 -2.1880 0.06 0.23 0.00
H -1.8168 -1.3614 -2.0547 -0.08 -0.31 0.19
H 0.6339 -1.2993 -2.0543 0.07 -0.07 0.09
H 2.0376 3.0693 -2.1291 0.15 0.26 0.01
H 4.4592 3.4704 -2.1182 -0.01 0.19 0.00
C -0.6015 0.0102 4.4548 0.10 0.19 0.37
N -1.2002 -1.0974 3.7502 -0.48 -0.85 -0.57
C -1.7414 -2.1336 4.5241 -0.41 -0.76 -0.55
O -1.6991 -2.0901 5.7406 0.04 0.06 0.28
N -2.3309 -3.2190 3.8640 0.39 0.74 0.06
C -2.8814 -4.2962 4.6501 -0.02 -0.05 0.36
C -2.3744 -3.2559 2.4826 0.41 0.81 -1.59
C -1.8295 -2.2165 1.7096 -0.15 -0.33 2.48
C -1.2075 -1.0792 2.3470 -0.51 -0.92 -1.19
O -0.7189 -0.1600 1.7133 0.59 1.12 -0.11
N -2.0128 -2.5170 0.4189 0.02 0.18 -2.29
C -2.6461 -3.6961 0.4296 0.66 1.23 -0.15
N -2.8852 -4.1807 1.6426 -0.51 -1.01 1.95
H -0.2374 0.7441 3.7336 -0.14 -0.28 0.02
H -1.3466 0.4655 5.1086 0.12 0.03 0.05
H 0.2245 -0.3561 5.0659 -0.03 0.12 0.06
H -3.3004 -5.0529 3.9877 0.11 0.21 -0.08
H -2.0944 -4.7367 5.2618 -0.09 -0.07 0.10
H -3.6605 -3.9067 5.3051 0.00 -0.11 0.09
H -2.9319 -4.2038 -0.4832 -0.02 -0.04 0.12
```
Positions in Å, forces in eV/Å.

=====

Among the records above, which one has the lowest calculated total energy? C22H40F18K2N3O20S6